1.
Molecular formula: C15H18CeN8O2
Method: DFT, ωB97M-V/def2-TZVPD

Structure (XYZ):
```
44
Properties=species:S:1:pos:R:3:forces:R:3
N 1.26180 -2.06344 0.07041 0.5 -0.5 -0.6
C 2.18368 -2.76528 -0.02605 -0.6 0.3 0.1
C 3.32056 -3.64107 -0.15271 0.3 -0.2 0.0
H 3.84351 -3.43960 -1.09949 -0.1 0.0 0.2
H 2.98768 -4.68931 -0.15338 0.0 0.2 0.0
H 4.01521 -3.48630 0.68368 -0.1 0.0 -0.1
N -1.86939 -0.42163 1.90593 -0.8 -0.3 0.1
C -2.58560 -0.48817 2.81762 0.4 -0.1 -0.8
C -3.51549 -0.62824 3.89411 -0.2 0.0 0.4
H -3.82516 -1.68235 3.95894 0.1 0.2 0.1
H -4.39560 -0.00236 3.68803 0.1 -0.1 0.1
H -3.03947 -0.31839 4.83333 -0.1 0.0 -0.1
N -0.80174 1.60673 -1.34167 -0.1 0.1 -0.8
C -0.77866 2.52543 -2.05211 0.0 -0.5 0.5
C -0.76448 3.66620 -2.92813 -0.1 0.3 -0.3
H -0.85730 4.59086 -2.34638 0.0 -0.1 0.0
H -1.60527 3.60718 -3.63385 0.1 0.0 0.2
H 0.17059 3.69154 -3.50147 -0.1 0.0 0.1
Ce -0.63643 -0.53636 -0.18280 7.0 7.1 7.3
C -0.28919 1.96440 1.47580 -1.0 3.0 3.4
O -0.34600 2.78800 2.28646 0.2 -3.2 -3.2
C 0.90083 -0.55319 2.46652 1.8 1.0 3.3
O 1.45507 -0.30328 3.44210 -1.9 -0.9 -3.4
C -1.24202 -2.84350 -0.84924 -0.7 -1.3 -0.5
C -0.77440 -2.15881 -1.98779 -0.8 -0.8 -1.3
C -1.43874 -0.99742 -2.42739 -0.7 -0.9 -1.3
C -2.56892 -0.52905 -1.72728 -1.2 -0.3 -0.9
C -3.02716 -1.21171 -0.58959 -1.1 -0.5 -0.6
C -2.36315 -2.37081 -0.15105 -0.8 -1.0 -0.4
H -0.70756 -3.70806 -0.45701 -0.1 0.1 -0.2
H 0.14241 -2.46843 -2.48770 -0.2 -0.1 0.0
H -1.02030 -0.42593 -3.25517 -0.2 -0.1 0.0
H -3.05577 0.40395 -2.01080 0.1 -0.3 -0.1
H -3.87527 -0.80561 -0.03430 0.2 -0.2 -0.1
H -2.68471 -2.89525 0.75170 0.0 0.2 -0.3
N 3.54265 3.94659 0.31675 -0.6 -0.8 0.2
N 3.09106 2.64044 0.36208 -0.4 -0.2 -2.4
N 3.86564 1.66751 -0.17583 -1.8 -0.1 0.9
C 2.94878 0.70342 -0.34837 0.8 0.1 0.2
N 1.71311 1.05142 0.02626 0.3 0.7 -0.6
N 1.79325 2.35972 0.38075 1.4 -0.8 0.5
H 3.11906 4.51643 1.03425 0.0 0.1 0.3
H 4.55376 3.98189 0.27312 0.2 -0.1 0.1
H 3.15911 -0.27814 -0.74827 0.3 0.3 0.1
```
Positions in Å, forces in eV/Å.

Calculated values
**HOMO level**: -20.8 eV
**Charge**: +4
**Energy**: -1644.3366 a.u.
**Multiplicity**: 1
**E_LUMO**: -16.79 eV
**Gap between HOMO and LUMO**: 4.05 eV

Here are the natural (NBO) charges for atoms 1 to 5, given in e: -0.562 0.667 -0.782 0.326 0.333

2.
Molecular formula: C32H48IrN6O3P4
Method: DFT, ωB97M-V/def2-TZVPD

Structure (XYZ):
```
94
Properties=species:S:1:pos:R:3:forces:R:3
Ir 0.19985 0.02664 0.43296 -0.1 0.4 -0.2
C -1.31077 3.62793 -0.13090 0.0 0.0 0.0
N -2.53422 2.82790 -0.28999 0.0 -0.2 -0.2
C -3.44637 3.27806 -1.35136 0.0 0.1 0.1
P -2.80002 1.45770 0.51095 0.1 0.3 -0.2
O -1.53691 0.90083 1.15214 0.5 -0.1 0.1
O -3.36618 0.36885 -0.55825 0.0 -0.1 0.2
P -2.42221 -0.44463 -1.58883 0.1 0.2 -0.1
O -1.01359 0.04924 -1.30879 0.4 -0.4 -0.1
N -2.90140 -0.06678 -3.07315 0.0 0.1 0.2
C -4.24966 0.40443 -3.41684 0.0 0.0 0.0
C -1.97182 -0.21984 -4.20357 0.0 -0.1 0.0
N -2.59446 -2.03892 -1.29979 -0.2 0.1 0.0
C -3.67302 -2.77548 -1.99719 0.1 -0.1 0.0
C -2.36037 -2.58015 0.04690 0.0 0.0 0.0
N -3.93031 1.59435 1.65023 -0.1 0.1 -0.1
C -4.96378 2.64160 1.60219 0.1 0.0 0.0
C -4.29175 0.42441 2.46118 0.0 0.0 0.0
H -1.03627 4.01827 -1.11010 0.0 0.0 0.0
H -0.48475 3.01914 0.23321 0.0 0.0 0.1
H -1.46911 4.46524 0.54926 0.0 0.0 0.0
H -3.72339 4.31862 -1.18361 0.0 0.0 0.0
H -4.36016 2.68664 -1.35915 0.0 0.0 0.0
H -2.95772 3.19140 -2.32343 0.0 0.0 0.0
H -4.86702 0.49142 -2.52630 0.0 0.0 0.0
H -4.72400 -0.30081 -4.10002 0.0 0.0 0.0
H -4.18853 1.37844 -3.90266 0.0 0.0 0.0
H -1.19734 -0.95094 -3.97520 0.0 0.0 0.0
H -1.51035 0.73361 -4.46020 0.0 0.0 0.0
H -2.52781 -0.59228 -5.06260 0.0 0.0 0.0
H -3.75186 -2.45255 -3.03050 0.0 0.0 0.0
H -4.63041 -2.64126 -1.48917 0.0 0.0 0.0
H -3.41797 -3.83363 -1.99214 0.0 0.0 0.0
H -1.68828 -1.94595 0.62975 0.0 0.0 0.0
H -1.92751 -3.57744 -0.03741 0.0 0.0 0.0
H -3.30253 -2.66446 0.59431 0.0 0.0 0.0
H -4.55723 3.55698 1.18038 0.0 0.0 0.0
H -5.27786 2.85109 2.62329 0.0 0.0 0.0
H -5.83253 2.31866 1.02569 0.0 0.0 0.0
H -3.47178 -0.29197 2.48381 0.0 0.0 0.0
H -5.18615 -0.06284 2.06751 0.0 0.0 0.0
H -4.49243 0.75733 3.47911 0.0 0.0 0.0
N 2.36104 0.40039 2.56210 -0.7 -0.5 -0.5
P 0.66741 0.27896 2.69699 0.2 -0.5 0.1
C 0.21432 1.75959 3.62964 0.0 0.0 0.0
C -0.96533 2.50086 3.56665 0.0 0.0 0.1
C -1.15730 3.57609 4.42132 0.0 0.0 0.0
C -0.19266 3.91519 5.35709 0.0 0.0 0.0
C 0.97336 3.16812 5.44553 0.0 0.0 0.0
C 1.17808 2.10042 4.58921 0.0 0.0 0.0
C 0.17497 -1.15685 3.64052 0.2 0.1 0.2
C -0.96476 -1.07663 4.44073 -0.1 0.0 0.0
C -1.36059 -2.17801 5.18442 0.0 0.0 0.0
C -0.60999 -3.34529 5.14824 0.0 0.0 0.0
C 0.53684 -3.42048 4.36515 0.0 0.0 0.0
C 0.93032 -2.33018 3.60832 -0.1 -0.1 -0.1
P 2.44211 0.44966 0.88053 -0.4 0.3 -0.1
C 3.72583 -0.68003 0.34798 0.1 0.1 0.0
C 4.88554 -0.15504 -0.22908 0.0 0.0 -0.1
C 5.94867 -0.99838 -0.52239 0.0 0.0 0.0
C 5.86139 -2.35383 -0.24737 0.0 0.0 0.0
C 4.71315 -2.88427 0.33516 0.0 0.0 0.0
C 3.65129 -2.05283 0.63847 0.0 0.1 0.0
C 2.74177 2.11059 0.28505 0.2 -0.2 0.3
C 2.78994 3.16913 1.19069 0.0 0.0 0.0
C 2.96003 4.46303 0.71927 0.0 0.0 0.0
C 3.08500 4.69698 -0.64294 0.0 0.0 0.0
C 3.04039 3.63890 -1.54648 0.0 0.0 0.0
C 2.87220 2.34541 -1.08616 -0.1 0.0 -0.1
H 3.04021 0.06337 3.23236 0.2 0.2 -0.1
H -1.74771 2.24186 2.88105 -0.1 0.0 -0.1
H -2.07630 4.14434 4.36336 0.0 0.0 0.0
H -0.35211 4.75091 6.02512 0.0 0.0 0.0
H 1.72557 3.41357 6.18278 0.0 0.0 0.0
H 2.09853 1.53994 4.68747 0.0 0.0 0.0
H -1.52306 -0.15022 4.50754 0.0 0.0 0.0
H -2.23869 -2.11814 5.81303 0.0 0.0 0.0
H -0.90664 -4.19487 5.74861 0.0 0.0 0.0
H 1.12879 -4.32572 4.35783 0.0 0.0 0.0
H 1.83039 -2.39514 3.01152 0.0 0.0 0.0
H 4.96724 0.90319 -0.43904 0.0 0.0 0.0
H 6.84893 -0.59201 -0.96278 0.0 0.0 0.0
H 6.69419 -3.00411 -0.47999 0.0 0.0 0.0
H 4.65708 -3.94142 0.55670 0.0 0.0 0.0
H 2.76862 -2.46860 1.11274 0.0 0.0 0.0
H 2.70289 2.98908 2.25454 0.0 0.0 0.0
H 3.00825 5.28628 1.41903 0.0 0.0 0.0
H 3.23087 5.70595 -1.00495 0.0 0.0 0.0
H 3.15274 3.82334 -2.60617 0.0 0.0 0.0
H 2.86207 1.52645 -1.79845 0.0 0.0 0.0
N 1.00631 -1.44310 -0.84640 -0.2 0.1 0.5
H 0.93311 -1.01827 -1.77106 0.0 -0.1 0.0
H 0.34999 -2.22348 -0.82917 0.0 0.0 0.0
H 1.94386 -1.82267 -0.74037 0.1 0.1 0.1
```
Positions in Å, forces in eV/Å.

Calculated values
**HOMO level**: -16.6 eV
**Charge**: +3
**Energy**: -3271.5599 a.u.
**Multiplicity**: 1
**E_LUMO**: -8.65 eV
**Gap between HOMO and LUMO**: 7.95 eV

Here are the Löwdin charges for atoms 1 to 5, given in e: 0.985 -0.045 -0.276 -0.062 0.517

Energy above the lowest of the compared OMol25 structures with the same formula, charge and spin list, top to bottom, in kcal per mole: 0.0; 10.6